# 1
2 unconnected molecules or ions with the total composition C6H14N2O2 in a non-equilibrium geometry. Source: the Open Molecules 2025 dataset; level of theory: ωB97M-V/def2-TZVPD.

Summary:
Kohn-Sham gap = 10.275 eV
SMILES = CNC(C)=O.CNC(C)=O
Energy above the lowest of the compared OMol25 structures with the same formula, charge and spin = 44.3 kcal/mol
Maximum force = 3.96 eV Å⁻¹
Molar mass = 146.2 g/mol

Last column: Löwdin charge in e.
Element x y z (Å)
C1 1.238 -2.475 -0.006  -0.038
N1 0.356 -1.712 0.920  -0.003
C2 0.754 -0.837 1.841  -0.568
C3 -0.288 -0.378 2.907  -0.012
O1 1.904 -0.570 2.160  0.029
H1 0.617 -2.717 -0.855  0.074
H2 1.909 -1.705 -0.360  0.074
H3 1.688 -3.357 0.521  0.104
H4 -0.610 -2.010 0.911  0.134
H5 -0.662 0.648 2.655  0.068
H6 -1.111 -1.037 3.220  0.076
H7 0.224 -0.095 3.818  0.068
C4 0.688 0.998 -2.815  -0.119
N2 0.092 0.987 -1.512  -0.014
C5 -1.308 1.179 -1.446  -0.519
C6 -1.619 1.839 -0.099  -0.010
O2 -2.098 1.023 -2.328  0.088
H8 0.705 0.001 -3.277  0.083
H9 0.231 1.685 -3.511  0.073
H10 1.647 1.575 -2.913  0.096
H11 0.663 0.837 -0.702  0.111
H12 -0.797 2.442 0.272  0.072
H13 -2.505 2.466 -0.187  0.082
H14 -1.718 1.211 0.789  0.051

# 2
9 unconnected molecules or ions with the total composition C39H72N8O10S in a non-equilibrium geometry. Source: the Open Molecules 2025 dataset; level of theory: ωB97M-V/def2-TZVPD.

Summary:
Kohn-Sham gap = 8.123 eV
SMILES = CC(C)CCC1=C(S)C(=O)c2ccccc2C1=O.CNC(C)=O.CNC(C)=O.CNC(C)=O.CNC(C)=O.CNC(C)=O.CNC(C)=O.CNC(C)=O.CNC(C)=O
Maximum force = 2.64 eV Å⁻¹
Molar mass = 845.1 g/mol

Last column: Löwdin charge in e.
Element x y z (Å)
C1 -7.383 0.090 0.583  -0.099
C2 -6.228 -0.829 0.021  -0.390
C3 -6.878 -1.913 -0.939  -0.108
C4 -5.112 -0.048 -0.799  -0.159
C5 -3.690 -0.237 -0.118  -0.143
C6 -2.983 1.084 0.317  -0.109
C7 -1.609 1.144 0.356  -0.396
S1 -0.531 -0.278 -0.063  0.768
C8 -0.836 2.447 0.768  -0.332
O1 0.373 2.418 0.882  0.039
C9 -1.586 3.779 0.986  -0.075
C10 -0.793 4.981 1.206  0.005
C11 -1.517 6.243 1.367  -0.038
C12 -2.995 6.239 1.338  -0.050
C13 -3.764 5.004 1.133  -0.004
C14 -3.053 3.744 0.956  -0.062
C15 -3.760 2.370 0.754  -0.245
O2 -4.952 2.354 0.995  0.086
H1 -8.259 -0.592 0.803  0.071
H2 -7.728 0.891 -0.115  0.079
H3 -7.076 0.491 1.592  0.073
H4 -5.809 -1.387 0.908  0.127
H5 -7.150 -1.450 -1.924  0.079
H6 -6.113 -2.709 -1.172  0.058
H7 -7.760 -2.430 -0.487  0.072
H8 -5.074 -0.548 -1.811  0.103
H9 -5.379 1.020 -1.006  0.107
H10 -3.068 -0.833 -0.843  0.088
H11 -3.738 -0.883 0.808  0.129
H12 -0.551 -0.505 -1.419  -0.111
H13 0.317 4.918 1.245  0.115
H14 -0.915 7.187 1.545  0.086
H15 -3.474 7.237 1.472  0.098
H16 -4.876 5.040 1.137  0.111
C16 3.620 0.095 -4.898  -0.089
N1 2.189 0.189 -4.678  0.006
C17 1.534 0.659 -3.584  -0.544
C18 2.363 1.158 -2.429  -0.002
O3 0.309 0.667 -3.561  0.001
H17 3.871 0.684 -5.785  0.082
H18 3.874 -0.952 -5.081  0.082
H19 4.195 0.461 -4.045  0.034
H20 1.570 -0.126 -5.410  0.136
H21 1.703 1.500 -1.632  0.064
H22 2.988 0.353 -2.040  0.068
H23 2.984 1.997 -2.749  0.091
C19 -3.868 -6.951 -1.412  -0.080
N2 -4.843 -5.934 -1.077  0.002
C20 -5.799 -5.970 -0.107  -0.536
C21 -5.885 -7.208 0.748  -0.022
O4 -6.551 -5.017 0.046  0.024
H24 -2.868 -6.524 -1.299  0.082
H25 -4.013 -7.242 -2.454  0.081
H26 -3.958 -7.828 -0.777  0.075
H27 -4.844 -5.076 -1.609  0.132
H28 -6.686 -7.092 1.469  0.056
H29 -6.102 -8.078 0.129  0.086
H30 -4.949 -7.355 1.290  0.094
C22 8.744 -0.449 -3.880  -0.072
N3 7.312 -0.361 -3.671  0.013
C23 6.647 0.107 -2.583  -0.523
C24 7.465 0.610 -1.422  -0.004
O5 5.422 0.112 -2.566  0.004
H31 9.002 0.138 -4.763  0.085
H32 9.005 -1.493 -4.059  0.085
H33 9.304 -0.079 -3.026  0.075
H34 6.700 -0.680 -4.408  0.139
H35 6.797 0.949 -0.632  0.086
H36 8.090 -0.193 -1.026  0.087
H37 8.087 1.450 -1.735  0.087
C25 3.178 -2.054 0.995  -0.070
N4 2.876 -3.472 0.963  0.008
C26 2.173 -4.202 1.868  -0.538
C27 1.621 -3.484 3.072  -0.004
O6 2.006 -5.403 1.692  0.015
H38 2.761 -1.596 0.096  0.072
H39 4.263 -1.933 0.986  0.081
H40 2.767 -1.565 1.873  0.077
H41 3.214 -4.017 0.184  0.139
H42 1.087 -4.195 3.699  0.085
H43 2.433 -3.048 3.656  0.085
H44 0.922 -2.706 2.758  0.083
C28 2.221 9.778 -1.718  -0.074
N5 1.341 9.534 -0.585  0.014
C29 1.629 8.913 0.584  -0.550
C30 3.031 8.395 0.777  -0.010
O7 0.765 8.788 1.445  -0.001
H45 2.270 10.846 -1.889  0.048
H46 1.790 9.294 -2.597  0.088
H47 3.223 9.395 -1.550  0.076
H48 0.386 9.854 -0.644  0.140
H49 3.108 7.926 1.756  0.082
H50 3.264 7.648 0.016  0.085
H51 3.747 9.217 0.729  0.084
C31 5.045 15.180 -3.308  -0.075
N6 4.766 13.758 -3.335  0.006
C32 4.068 13.020 -2.432  -0.532
C33 3.493 13.733 -1.235  -0.002
O8 3.921 11.816 -2.605  0.008
H52 4.629 15.633 -4.210  0.084
H53 6.127 15.321 -3.306  0.084
H54 4.618 15.663 -2.434  0.074
H55 5.119 13.214 -4.108  0.141
H56 2.966 13.016 -0.608  0.081
H57 4.294 14.185 -0.646  0.087
H58 2.785 14.498 -1.557  0.088
C34 5.326 -8.729 2.957  -0.084
N7 4.185 -9.451 3.480  -0.004
C35 2.886 -9.382 3.073  -0.551
C36 2.556 -8.448 1.939  -0.016
O9 2.036 -10.064 3.627  0.021
H59 6.063 -9.454 2.601  0.079
H60 5.768 -8.143 3.766  0.080
H61 5.051 -8.067 2.141  0.074
H62 4.333 -10.095 4.242  0.136
H63 1.490 -8.500 1.728  0.087
H64 2.803 -7.423 2.211  0.053
H65 3.101 -8.743 1.040  0.086
C37 -6.495 -10.578 5.535  -0.078
N8 -6.469 -10.439 4.092  0.004
C38 -6.931 -9.406 3.337  -0.537
C39 -7.557 -8.237 4.055  -0.005
O10 -6.832 -9.445 2.119  0.016
H66 -5.469 -10.691 5.891  0.084
H67 -7.059 -11.478 5.787  0.082
H68 -6.951 -9.720 6.020  0.073
H69 -6.065 -11.185 3.546  0.140
H70 -7.876 -7.495 3.325  0.076
H71 -8.431 -8.566 4.619  0.086
H72 -6.830 -7.773 4.724  0.089